# C4H7O3P

A cluster of 2 separate species, C4H7O3P in total at a distorted geometry (ωB97M-V/def2-TZVPD, the Open Molecules 2025 dataset).

Each line ends with the natural charge from an NBO analysis.
Positions of all 15 atoms, in Å:
C -0.067278 -1.643404 -0.804950  -0.48
C 0.164707 1.644741 0.365648  -0.07
C -0.653655 2.671602 0.824252  -0.96
C 1.396463 1.344496 1.243304  -0.74
O 0.460832 -2.729424 -1.647698  -0.87
O -1.841467 -3.737959 -0.802313  -1.17
O -1.901740 -2.224532 -2.870000  -1.15
P -1.341064 -2.654038 -1.610772  2.31
H 0.307843 -0.664041 -1.065550  0.19
H -0.417148 3.300090 1.725668  0.15
H 0.108182 -1.817896 0.278511  0.16
H -1.606554 2.837547 0.193321  0.17
H 1.208085 0.904855 2.208197  0.14
H 2.136545 2.190075 1.274160  0.15
H 2.046251 0.577886 0.688223  0.19

Forces on the atoms, in the same order (eV/Å):
C -0.6380 -0.7189 0.5747
C 2.3151 0.6901 2.6426
C -2.4866 0.6221 -1.3160
C 1.0569 -1.2750 -3.7672
O -1.7083 -0.2812 -0.2975
O -1.5331 -2.2684 1.6120
O -1.2908 0.7572 -2.3433
P 5.5737 1.9606 1.1786
H -0.2912 0.3210 -0.3051
H -0.2090 -0.5576 -1.0518
H -0.1568 0.0256 -0.5299
H 1.2400 0.2083 1.4686
H -0.3302 0.0368 0.9614
H -0.7748 -0.0483 0.4561
H -0.7667 0.5276 0.7168

Values from the calculation:
molar mass	134.1	g/mol
charge	-2
multiplicity	3
HOMO (spin up / spin down)	3.68 / -0.47	eV
E_tot	-19687.40812	eV
ΔE to the lowest compared entry with this formula, charge and spin	1.101	eV

# C4H7O4

A cluster of 2 separate species, C4H7O4 in total at a distorted geometry (ωB97M-V/def2-TZVPD, the Open Molecules 2025 dataset).

Each line ends with the natural charge from an NBO analysis.
Positions of all 15 atoms, in Å:
O 0.810770 -2.148755 1.646624  -0.75
C 0.639795 -1.144749 0.955981  0.78
O 1.251869 -0.042230 0.916424  -0.83
C -0.546746 -1.146532 -0.099030  -0.53
C -1.601564 -0.124340 0.349530  -0.50
C -1.245954 1.213199 -0.297133  0.47
O -1.267045 2.251056 0.301856  -0.54
H -0.845758 -2.198654 -0.131954  0.20
H -0.071269 -0.943068 -1.057391  0.19
H -2.520039 -0.437634 -0.180106  0.20
H -1.802426 -0.055334 1.383466  0.23
H -0.844345 1.051835 -1.324194  0.09
H 2.069073 1.246091 -0.443478  0.50
H 3.103622 0.820647 -1.208986  0.45
O 2.870019 1.658468 -0.811609  -0.96

Forces on the atoms, in the same order (eV/Å):
O 0.1592 -0.2462 0.3399
C -0.5818 0.9942 -1.3446
O 0.3840 -0.0590 0.2814
C 1.1482 -1.2624 1.6424
C -0.0648 -0.3011 -3.2700
C 0.4688 -1.2873 1.5570
O -0.2084 0.6492 -0.6035
H -0.7078 0.2624 -0.0314
H -0.2919 0.4278 -0.1878
H -0.1630 0.2074 0.2780
H 0.0909 0.0941 1.1351
H -0.2294 0.6090 -0.0536
H -0.5274 0.6893 1.1702
H 1.1462 -0.1970 -0.5879
O -0.6226 -0.5804 -0.3252

Values from the calculation:
molar mass	119.1	g/mol
charge	-1
multiplicity	1
HOMO	-4.45	eV
E_tot	-12452.80867	eV
ΔE to the lowest compared entry with this formula, charge and spin	1.030	eV

# C4H7O4

A cluster of 2 separate species, C4H7O4 in total at a distorted geometry (ωB97M-V/def2-TZVPD, the Open Molecules 2025 dataset).

Each line ends with the natural charge from an NBO analysis.
Positions of all 15 atoms, in Å:
C -1.791396 1.205394 -1.131993  0.87
C 0.892595 -0.171056 -0.964152  -0.66
C -0.331595 0.036922 1.244432  -0.11
C -0.458819 -0.181357 -0.212633  0.03
O -2.512577 0.486068 -1.799514  -0.71
O -1.437301 2.326126 -0.748073  -0.73
O -0.241868 1.454648 1.533549  -0.77
O -1.100876 -1.390055 -0.531915  -0.78
H 1.432761 -1.153347 -0.964010  0.17
H 1.572447 0.510339 -0.484940  0.20
H 0.723796 -0.118288 -2.076964  0.21
H 0.536234 -0.461218 1.568979  0.13
H -1.142262 -0.335059 1.841197  0.16
H -0.643797 1.874734 0.814317  0.49
H -1.976562 -1.011087 -0.867962  0.49

Forces on the atoms, in the same order (eV/Å):
C 3.4392 -1.7918 2.4361
C -0.6895 -1.3286 -0.7151
C -0.6548 1.8643 -0.0117
C -0.6765 0.7027 -2.4634
O -0.3822 1.4528 0.0896
O -1.7101 -0.5857 -1.5246
O 1.6714 -1.7519 2.2455
O -1.9723 0.3775 -0.2865
H -0.5475 0.1535 0.7543
H 0.3153 0.8608 -0.4606
H 0.2433 0.9373 1.0346
H 1.6065 -0.4664 0.9196
H -0.7751 -0.5772 -0.0801
H -1.1062 1.2649 -2.0432
H 1.2385 -1.1122 0.1055

Values from the calculation:
molar mass	119.1	g/mol
charge	-1
multiplicity	1
HOMO	-3.01	eV
E_tot	-12451.64269	eV
ΔE to the lowest compared entry with this formula, charge and spin	2.196	eV

# C4H7O4Tl

A structure of composition C4H7O4Tl at a distorted geometry (ωB97M-V/def2-TZVPD, the Open Molecules 2025 dataset).

Each line ends with the Löwdin spin population.
Positions of all 16 atoms, in Å:
O 1.063824 0.223464 1.360643  0.31
C 0.408866 -0.983035 1.101941  0.02
C -0.439168 -0.847209 -0.154429  0.01
O -1.181866 0.367562 -0.032659  0.08
C -2.112075 0.585637 -1.079672  0.01
Tl -0.076228 1.802901 1.029486  0.51
H -0.237075 -1.277937 1.950181  0.00
H 1.121624 -1.812682 0.945526  0.02
H -1.134082 -1.693994 -0.266266  0.00
H 0.195015 -0.776927 -1.054723  0.00
H -2.864362 -0.215932 -1.086840  0.00
H -2.600953 1.548324 -0.893140  0.01
H -1.595887 0.614797 -2.051141  0.00
O 2.649506 1.845835 -0.098606  0.02
C 3.031742 0.762969 0.214104  0.00
O 3.771122 -0.143768 0.115598  0.00

Forces on the atoms, in the same order (eV/Å):
O 1.9080 -2.0258 0.7499
C -0.8882 -0.9531 0.1638
C 0.3597 -0.7742 -0.5110
O -1.2447 -1.6990 -0.8846
C -0.8298 0.1726 -0.9435
Tl 0.2197 4.1386 1.0365
H 0.2552 0.1544 -0.2119
H 0.0545 0.5289 0.0626
H 0.1890 0.3022 0.1162
H -0.1944 -0.0286 0.2258
H 0.2310 0.2615 0.0488
H 0.0864 -0.2613 -0.0557
H -0.1281 -0.0137 0.2905
O -1.0182 -1.1274 1.5257
C 3.0331 0.9538 -3.0969
O -2.0331 0.3711 1.4839

Values from the calculation:
molar mass	323.5	g/mol
charge	+1
multiplicity	2
HOMO (spin up / spin down)	-14.86 / -15.30	eV
E_tot	-17135.27491	eV
ΔE to the lowest compared entry with this formula, charge and spin	0.000	eV

# C4H7O4Y

A structure of composition C4H7O4Y at a distorted geometry (ωB97M-V/def2-TZVPD, the Open Molecules 2025 dataset).

Each line ends with the natural charge from an NBO analysis.
Positions of all 16 atoms, in Å:
O 2.222141 0.382387 0.750798  -0.45
C 1.085671 0.084640 1.275743  1.00
O 0.940688 -0.056876 2.529178  -0.79
Y -1.207706 0.432060 2.558524  2.42
O -0.004500 0.189521 0.576035  -0.82
C 2.191866 1.521416 -0.422784  -0.24
H 2.600514 2.363849 0.153257  0.22
H 2.963968 1.500271 -1.201662  0.28
H 1.157072 1.856443 -0.534018  0.22
C 0.762609 -0.992759 -2.093235  0.14
C 1.219779 0.119360 -2.752582  -0.47
O -0.376259 -1.645148 -2.440630  -0.63
H 1.500639 -1.720259 -1.743721  0.19
H 0.497271 0.886691 -3.045658  0.20
H 2.242120 0.080700 -3.131006  0.25
H -1.080796 -1.011280 -2.619980  0.48

Forces on the atoms, in the same order (eV/Å):
O -0.4050 0.6992 -1.0963
C 0.7406 2.3011 -2.7311
O -1.5668 -0.3887 1.9984
Y 3.2307 -1.0036 -2.0034
O -1.9234 0.0513 1.8538
C 0.4815 1.6003 2.8370
H 0.0983 -0.3407 0.5346
H -0.8802 -1.5154 -0.0277
H 0.3721 -1.0377 -0.9192
C 1.8129 -0.6270 -3.1981
C -1.1116 -0.8647 0.8623
O -0.7869 0.6374 2.0548
H -0.2696 0.1107 0.1187
H 0.3835 -0.3235 -0.5913
H -0.0439 0.7079 0.8210
H -0.1323 -0.0066 -0.5136

Values from the calculation:
molar mass	208.0	g/mol
charge	+2
multiplicity	1
HOMO (spin up / spin down)	-14.68 / -13.84	eV
E_tot	-13472.81592	eV

# C4H7O6S2

The ion C4H7O6S2 with charge -1 at a distorted geometry (ωB97M-V/def2-TZVPD, the Open Molecules 2025 dataset).

Each line ends with the natural charge from an NBO analysis.
Positions of all 19 atoms, in Å:
C -0.351042 0.024180 -0.609986  -0.39
C 1.005024 -0.238654 -1.338152  -0.56
C -0.316289 0.788992 0.723871  -0.57
C 1.735696 0.998519 -1.558785  0.33
O 4.119095 1.906122 -0.778374  -0.98
O -0.207305 -1.320684 1.927642  -0.99
O 0.980953 0.426447 3.125360  -1.00
O 2.457612 1.199516 0.956028  -1.01
O 3.527189 -0.425658 -0.479487  -1.01
O 1.572779 1.948403 -2.285128  -0.52
S 1.028294 -0.107928 1.799555  1.52
S 3.107845 0.933474 -0.351535  2.32
H -1.145604 0.555986 -1.090096  0.20
H -0.725078 -0.909834 -0.470120  0.22
H 1.471825 -1.052267 -0.656338  0.28
H 0.623567 -0.695934 -2.175497  0.23
H 0.021217 1.788276 0.720395  0.22
H -1.088100 0.659164 1.451178  0.23
H 0.051543 -1.774292 2.796286  0.47

Forces on the atoms, in the same order (eV/Å):
C 0.2480 3.0258 1.1650
C -2.2353 -1.1019 2.7438
C 2.9025 -2.0610 1.1252
C 1.6897 1.1597 0.6820
O -1.1468 -0.4686 0.7609
O 0.3566 -1.6502 2.1334
O 0.2617 1.6007 2.1869
O 1.0641 1.6756 -0.8591
O 0.7803 -1.6169 0.1180
O -0.5463 -1.0065 0.0639
S -2.1424 -2.2095 -2.1977
S 1.7366 2.3226 -0.4716
H -0.0677 0.4166 -1.5873
H -1.1829 -2.7361 0.8272
H -0.1680 1.8164 -1.5480
H -0.1720 -1.0586 -2.5329
H 0.2837 1.2335 -0.5444
H -1.0388 -0.1169 -0.2318
H -0.6231 0.7753 -1.8334

Values from the calculation:
molar mass	215.2	g/mol
charge	-1
multiplicity	1
HOMO	-4.96	eV
E_tot	-38216.36823	eV
ΔE to the lowest compared entry with this formula, charge and spin	1.667	eV

# C4H7OP

A structure of composition C4H7OP at a distorted geometry (ωB97M-V/def2-TZVPD, the Open Molecules 2025 dataset).

Each line ends with the natural charge from an NBO analysis.
Positions of all 13 atoms, in Å:
C 0.295659 -0.760141 -0.560424  -0.42
C 1.036207 0.509240 -0.072874  -0.52
C -0.842528 -1.117925 0.508670  -0.76
C 0.003881 1.652188 0.098259  0.47
O -1.177254 1.458078 -0.040914  -0.53
P -2.511113 -0.432633 -0.102006  0.28
H -0.021664 -0.599686 -1.615612  0.22
H 1.066239 -1.573182 -0.677380  0.21
H 1.409163 0.189292 0.920102  0.24
H 1.923040 0.881943 -0.755527  0.23
H -1.044530 -2.159154 0.529676  0.23
H -0.660964 -0.594601 1.452181  0.21
H 0.523863 2.546581 0.315847  0.13

Forces on the atoms, in the same order (eV/Å):
C 0.9583 -0.4587 -0.1242
C -0.0692 -0.1502 -0.7300
C -0.3936 1.9830 -2.4842
C 1.5343 -3.2490 -0.5894
O -0.5485 1.2647 0.0624
P 1.0001 0.0211 0.3055
H -0.5381 -0.1151 0.8877
H -0.7221 0.5366 0.4804
H 0.3087 0.8458 -0.2972
H -1.7167 -0.7590 1.3819
H 0.2384 -1.1131 0.6189
H 0.2659 -0.7779 0.0910
H -0.3176 1.9718 0.3971

Values from the calculation:
molar mass	102.1	g/mol
charge	0
multiplicity	1
HOMO (spin up / spin down)	-6.89 / -6.88	eV
E_tot	-15593.97652	eV
ΔE to the lowest compared entry with this formula, charge and spin	3.461	eV

# C4H7OP

An isolated molecule of C4H7OP at a distorted geometry (ωB97M-V/def2-TZVPD, the Open Molecules 2025 dataset).

Each line ends with the natural charge from an NBO analysis.
Positions of all 13 atoms, in Å:
C -0.472491 -0.145308 -0.568243  -0.37
C 0.580305 -0.525856 0.499343  -0.48
C -0.786613 1.341546 -0.685907  -0.75
C 1.940678 0.043429 0.440009  0.11
O 1.959466 1.254155 -0.240186  -0.79
P 0.637941 2.458323 -1.338835  0.86
H -0.110149 -0.531860 -1.575743  0.20
H -1.358841 -0.632910 -0.352249  0.21
H 0.118818 -0.400276 1.395612  0.19
H 0.593704 -1.572138 0.378356  0.21
H -1.610923 1.476863 -1.325400  0.22
H -1.193029 1.740606 0.197337  0.22
H 2.843048 -0.360128 0.868346  0.18

Forces on the atoms, in the same order (eV/Å):
C 3.2448 1.1419 -1.6791
C 0.1689 -0.5899 -2.3273
C 1.5131 0.5223 -1.1121
C -2.2068 1.9339 -2.0160
O 0.4132 1.8763 -0.6824
P 0.8890 -4.1907 2.8966
H -0.4573 0.4786 1.0475
H -1.7955 -1.1278 0.5242
H -1.3307 0.7100 3.1380
H 0.4383 -1.6985 0.1158
H -1.0575 0.1378 -1.4388
H 0.0146 0.5909 1.7480
H 0.1658 0.2152 -0.2146

Values from the calculation:
molar mass	102.1	g/mol
charge	0
multiplicity	3
HOMO (spin up / spin down)	-6.01 / -9.74	eV
E_tot	-15592.82405	eV
ΔE to the lowest compared entry with this formula, charge and spin	1.440	eV

# C4H7OPS

An isolated molecule of C4H7OPS at a distorted geometry (ωB97M-V/def2-TZVPD, the Open Molecules 2025 dataset).

Each line ends with the natural charge from an NBO analysis.
Positions of all 14 atoms, in Å:
C 2.079508 -1.499609 -2.408482  -0.21
C 1.096040 -1.381126 -1.720866  -0.01
C -0.038040 -0.980620 -0.844159  0.03
C 0.390098 -0.760097 0.578593  -0.63
O -0.529501 0.232173 -1.456976  -0.67
S -1.956143 0.916088 -0.882229  0.25
P -1.224174 2.621395 0.154758  0.17
H 2.823422 -1.536872 -3.141469  0.23
H -0.951104 -1.656245 -0.679778  0.21
H 0.914057 0.111957 0.598279  0.21
H 0.823933 -1.587575 1.122446  0.23
H -0.363378 -0.574529 1.253487  0.22
H -1.077971 2.066708 1.478552  -0.03
H -2.681254 2.853276 0.579149  0.01

Forces on the atoms, in the same order (eV/Å):
C -1.5740 0.2031 0.7802
C -0.2108 -0.0372 0.1236
C -1.6947 -0.9492 0.6471
C 0.2690 -1.4090 -0.2198
O -0.1477 0.5001 -0.1669
S 0.6064 -0.6341 0.0730
P -1.9445 -0.0756 1.1924
H 0.7233 -0.2039 -0.3756
H 1.4307 0.1490 -1.3396
H 2.4219 2.1796 0.2668
H 0.9733 -0.3744 -0.6880
H -2.7531 0.6104 0.9168
H 0.2612 0.0040 -0.3966
H 1.6391 0.0372 -0.8136

Values from the calculation:
molar mass	134.1	g/mol
charge	0
multiplicity	1
HOMO	-8.99	eV
E_tot	-26428.99888	eV
ΔE to the lowest compared entry with this formula, charge and spin	0.380	eV
SMILES string	C#C[C@@H](C)OSP

# C4H7P3

An isolated molecule of C4H7P3 at a distorted geometry (ωB97M-V/def2-TZVPD, the Open Molecules 2025 dataset).

Each line ends with the natural charge from an NBO analysis.
Positions of all 14 atoms, in Å:
C -3.663645 0.198198 -0.577978  -0.82
P -2.840051 -0.990904 0.252847  0.71
C -1.135821 -0.420321 0.160857  -1.03
P -0.638017 1.183180 0.058549  0.76
C 1.213372 0.946925 0.024760  -1.08
P 1.773299 -0.744742 -0.545232  0.71
C 3.142488 -0.937663 0.377468  -0.83
H -4.731791 0.121727 -0.692936  0.22
H -3.180551 1.044955 -1.040564  0.21
H -0.411198 -1.218981 0.296526  0.22
H 1.611363 1.685609 -0.683070  0.25
H 1.627487 1.189586 1.006449  0.25
H 3.748059 -1.818282 0.240074  0.22
H 3.485003 -0.239290 1.122250  0.21

Forces on the atoms, in the same order (eV/Å):
C 0.3449 -0.5822 0.3138
P -0.5270 0.4421 -0.3016
C 0.0175 0.8197 0.1814
P 0.2420 -1.0232 0.1288
C -0.1993 -0.0684 -0.2939
P 0.8100 0.4949 0.3342
C -0.5638 -0.0699 -0.4399
H -0.2162 0.0229 0.0513
H 0.0096 0.0951 -0.1669
H -0.0617 -0.0058 -0.0320
H -0.0147 -0.0658 0.1000
H -0.0189 -0.0052 -0.0386
H 0.1066 -0.2132 0.0025
H 0.0710 0.1590 0.1610

Values from the calculation:
molar mass	148.0	g/mol
charge	0
multiplicity	1
HOMO	-8.80	eV
E_tot	-32124.47971	eV
ΔE to the lowest compared entry with this formula, charge and spin	1.874	eV
SMILES string	C=P/C=P/CP=C